Entry 1:
10
Properties=species:S:1:pos:R:3:forces:R:3:nbo_charge:R:1 method="wB97M-V/def2-TZVPD" homo_ev=-10.112 e_above_lowest_kcal_mol=95.2 e_tot_ha=-264.17468
C 1.12299 -0.67870 -0.03624 0.7 2.9 0.0 0.32
C 4.08943 0.85420 -0.03330 -0.7 -0.8 0.0 0.26
C -0.32398 -0.78102 -0.01597 -0.3 -0.7 0.1 -0.43
C 0.33614 0.58218 -0.04628 0.4 0.0 0.0 -0.49
N 3.24760 0.03072 -0.03623 -0.2 0.9 0.0 -0.38
N 2.34928 -0.97700 -0.02831 0.2 -1.7 0.0 -0.23
H -0.84102 -1.11457 -0.90340 0.0 -0.1 -0.1 0.25
H -0.80498 -1.08562 0.90389 0.1 -0.1 0.1 0.25
H 0.34868 1.19334 0.84546 -0.1 -0.1 0.2 0.24
H 0.32211 1.16422 -0.95666 -0.1 -0.1 -0.2 0.24

---

Entry 2:
13
Properties=species:S:1:pos:R:3:forces:R:3:nbo_charge:R:1 method="wB97M-V/def2-TZVPD" homo_ev=-7.924 e_above_lowest_kcal_mol=86.1 e_tot_ha=-286.49443 smiles="NC(O)=C1CC1"
N 1.82867 0.00161 -0.49701 0.0 0.0 0.0 -0.77
C 1.00810 -0.00739 0.54853 0.0 0.0 -0.1 0.66
O 1.45287 0.20030 1.74013 -0.2 0.0 0.0 -0.66
C -0.41240 -0.24891 0.65562 0.2 0.0 -0.1 -0.50
C -1.23631 -0.72521 -0.50831 -0.1 -0.1 -0.2 -0.42
C -1.33474 0.70425 -0.08948 -0.2 0.2 -0.1 -0.40
H 1.46695 -0.15014 -1.42542 0.0 0.0 0.2 0.41
H 2.82327 0.11748 -0.37416 -0.1 0.0 0.0 0.41
H 0.35412 -0.05535 2.03289 0.2 0.1 0.1 0.47
H -0.75952 -0.93112 -1.47029 -0.1 0.1 0.2 0.18
H -2.05735 -1.40311 -0.28632 0.1 0.1 0.0 0.22
H -2.22115 1.04835 0.43869 0.2 -0.1 -0.1 0.21
H -0.91251 1.44922 -0.76486 0.0 -0.1 0.1 0.19

---

Entry 3:
20
Properties=species:S:1:pos:R:3:forces:R:3:nbo_charge:R:1 method="wB97M-V/def2-TZVPD" homo_ev=-8.550 e_above_lowest_kcal_mol=42.1 e_tot_ha=-1426.96542
C 2.79196 1.88551 0.59818 -3.1 -1.8 -0.9 -0.22
C 1.77166 1.23001 0.40569 4.7 2.5 0.8 0.01
C 0.67938 -0.90055 -0.22265 1.3 -0.4 0.9 0.11
C -0.21521 1.45843 -0.89848 0.3 -2.0 -1.7 -0.49
C 0.57867 0.57867 0.09999 -2.6 -0.8 1.6 -0.40
C -2.72053 -0.95082 1.05162 0.0 2.0 0.0 -0.97
N -0.51087 -1.33693 -0.83662 0.1 -3.8 -1.0 -0.96
P -2.28728 -0.92725 -0.82722 2.4 0.3 2.2 0.92
S 2.69685 -1.36952 -1.19539 -1.8 0.4 -0.1 -0.32
S -2.00736 1.15834 -0.87835 -0.5 1.1 -0.3 -0.11
H 3.61454 2.48577 0.35831 0.8 0.4 0.4 0.24
H 3.46900 -1.00923 -0.14538 -0.5 0.0 -0.1 0.13
H 1.10234 -1.54939 0.60838 -1.1 1.1 -0.8 0.21
H -0.07233 2.47705 -0.60040 -0.1 0.6 -0.1 0.25
H 0.11967 1.26514 -1.98255 -0.1 0.5 1.8 0.24
H -0.01795 0.55799 1.09782 0.5 0.2 -1.4 0.25
H -2.07290 -0.38753 1.78851 0.2 -1.0 -1.1 0.23
H -3.61534 -0.30109 1.24045 0.1 -0.9 -0.8 0.25
H -2.90072 -1.95931 1.34848 -0.2 -0.7 0.5 0.22
H -0.40357 -2.40530 -1.01040 -0.5 2.5 0.3 0.41

---

Entry 4:
79
Properties=species:S:1:pos:R:3:forces:R:3:lowdin_charge:R:1 method="wB97M-V/def2-TZVPD" homo_ev="-5.782 / -5.782" e_tot_ha=-3975.44621
Pt -1.50167 -1.42351 0.25418 -0.8 -0.7 0.7 0.35
C 3.77363 3.93849 0.08688 -0.1 -0.2 0.1 -0.03
C 2.87933 2.99559 0.90138 0.0 0.1 0.2 -0.43
C 3.11903 3.19559 2.40998 0.0 0.0 -0.1 0.00
C 3.17863 1.54149 0.57438 -0.2 0.0 -0.1 -0.09
C 4.46443 1.07679 0.33598 -0.2 -0.1 0.0 -0.01
C 4.70063 -0.26051 0.07038 0.2 -0.1 0.0 -0.06
C 3.66483 -1.17711 0.04578 -0.1 0.0 0.1 -0.06
C 2.36843 -0.75281 0.29708 -0.7 0.7 0.3 -0.23
P 0.88983 -1.85281 0.26288 -0.4 -0.5 -1.0 0.98
C 1.38813 -3.12281 1.46388 -0.3 0.1 0.3 -0.36
C 1.10803 -4.47481 1.28228 0.1 0.1 -0.2 -0.12
C 1.26633 -5.36531 2.32858 0.0 -0.1 0.0 -0.07
C 1.67833 -4.91951 3.57258 0.0 0.1 0.0 -0.08
C 1.96263 -3.57531 3.76148 0.0 -0.1 0.2 -0.08
C 1.82933 -2.68651 2.71268 -0.1 0.2 -0.2 -0.09
C 1.06823 -2.59491 -1.39642 -0.1 0.1 0.1 -0.41
C 0.14213 -2.18371 -2.35462 0.0 0.2 0.0 -0.18
C 0.13253 -2.75141 -3.61442 0.1 0.0 -0.2 -0.07
C 1.06503 -3.72091 -3.94192 -0.1 0.0 0.0 -0.07
C 2.00023 -4.11991 -3.00242 0.2 -0.1 0.1 -0.07
C 2.00173 -3.56731 -1.73332 0.0 0.0 0.0 -0.10
C 2.15023 0.60149 0.55448 0.7 -0.4 -0.2 -0.20
O 0.85133 0.93459 0.75848 0.3 0.3 0.3 -0.04
C 0.50283 2.23239 0.56538 -0.5 0.6 -0.2 -0.21
C -0.84917 2.43209 0.29188 0.6 -0.8 0.3 -0.25
C -1.32297 3.72259 0.12178 0.0 -0.1 0.0 -0.06
C -0.43747 4.78079 0.21078 -0.1 0.2 0.0 -0.06
C 0.91033 4.56119 0.43898 -0.1 -0.1 0.0 -0.01
C 1.41573 3.27979 0.61388 0.0 -0.2 0.0 -0.09
P -1.87637 0.93149 0.07508 -0.6 -0.4 -0.2 0.96
C -2.23557 1.05469 -1.70492 0.0 -0.2 -0.1 -0.36
C -3.36487 0.42039 -2.22202 -0.1 0.1 0.2 -0.11
C -3.54147 0.31809 -3.58812 0.0 0.0 -0.1 -0.07
C -2.58217 0.82159 -4.45312 0.0 0.0 0.0 -0.08
C -1.44547 1.43239 -3.94802 0.0 0.0 -0.2 -0.08
C -1.27177 1.55059 -2.58172 0.0 0.0 0.3 -0.09
C -3.37677 1.41839 0.98678 0.2 -0.3 0.1 -0.43
C -4.43757 2.14189 0.45838 0.1 0.0 -0.1 -0.10
C -5.58657 2.32499 1.20848 0.0 0.1 -0.1 -0.07
C -5.69387 1.77039 2.47338 0.0 0.0 0.1 -0.07
C -4.62757 1.07139 3.01708 -0.1 0.2 0.1 -0.09
C -3.46897 0.91109 2.28258 0.2 0.1 0.0 -0.20
H 4.82263 3.76009 0.29648 0.1 0.0 0.0 0.07
H 3.57233 4.97419 0.34008 0.0 0.1 0.0 0.08
H 3.59883 3.79679 -0.97782 0.0 0.0 -0.1 0.10
H 4.15703 2.98039 2.65328 0.1 0.0 0.1 0.09
H 2.48043 2.52679 2.98608 0.0 0.0 0.1 0.10
H 2.89463 4.22069 2.69678 0.0 0.1 0.0 0.09
H 5.29783 1.76049 0.35878 0.1 0.1 0.0 0.11
H 5.71093 -0.58371 -0.12512 0.1 -0.1 0.0 0.11
H 3.87503 -2.20991 -0.18212 0.0 -0.1 0.0 0.10
H 0.75093 -4.82781 0.32758 -0.1 0.0 0.0 0.06
H 1.02863 -6.40781 2.17498 0.0 -0.1 0.0 0.11
H 1.76773 -5.61421 4.39528 0.0 0.0 0.1 0.10
H 2.25783 -3.21391 4.73608 0.1 0.0 0.0 0.10
H 2.04513 -1.63601 2.86128 0.0 0.1 0.1 0.11
H -0.60317 -1.43421 -2.08822 0.2 -0.2 -0.2 0.05
H -0.61697 -2.45411 -4.33142 -0.1 0.1 -0.1 0.11
H 1.05613 -4.17781 -4.92032 0.0 0.0 -0.1 0.10
H 2.72463 -4.88091 -3.24942 0.1 -0.1 0.0 0.10
H 2.71003 -3.91821 -0.99752 0.1 -0.1 0.1 0.10
H -2.36767 3.90239 -0.08552 -0.1 0.0 0.0 0.11
H -0.79667 5.79129 0.09268 0.0 0.1 0.0 0.11
H 1.56753 5.41369 0.49058 0.1 0.1 0.0 0.11
H -4.09897 0.00959 -1.54302 0.0 -0.1 0.0 0.07
H -4.42077 -0.17411 -3.97692 -0.1 0.0 0.0 0.11
H -2.72107 0.73929 -5.52002 0.0 0.0 -0.1 0.10
H -0.68267 1.80629 -4.61672 0.0 0.0 0.0 0.10
H -0.38027 2.02539 -2.19302 0.1 0.0 0.0 0.11
H -4.37717 2.53789 -0.54572 0.0 0.0 -0.1 0.11
H -6.40897 2.88639 0.78898 -0.1 0.0 0.0 0.10
H -6.61567 1.87169 3.02738 0.0 0.0 0.1 0.10
H -4.71067 0.62369 3.99688 0.0 0.0 0.1 0.11
H -2.63437 0.35109 2.68888 -0.1 -0.1 0.0 0.09
S -3.93417 -1.55541 0.75168 2.2 1.8 0.6 0.00
S -4.85967 -3.23901 0.33778 -0.3 -2.3 -1.5 -0.08
S -3.33117 -4.76111 -0.09082 -2.1 -0.3 1.5 -0.08
S -1.64967 -3.80081 -0.43482 1.6 2.2 -0.7 0.00

---

Entry 5:
54
Properties=species:S:1:pos:R:3:forces:R:3:nbo_charge:R:1 method="wB97M-V/def2-TZVPD" charge=-2 homo_ev=-2.209 e_above_lowest_kcal_mol=0.0 e_tot_ha=-2982.87039
Rb -0.64486 -1.05451 -1.54695 0.0 0.2 0.1 0.95
O 2.86277 -1.85714 4.21852 0.1 0.0 -0.1 -0.70
C 1.60058 -1.78699 4.55376 -0.1 0.1 0.0 0.78
O 1.21482 -1.95976 5.69384 0.0 0.0 0.0 -0.64
C 0.63791 -1.46396 3.45741 0.1 0.0 -0.1 -0.29
C -0.71901 -1.27080 3.61600 0.0 0.0 0.0 0.17
Cl -1.66311 -1.27548 5.03484 0.0 0.0 0.0 0.06
N -1.24875 -0.97719 2.40727 0.0 0.0 0.0 -0.19
N -0.29524 -0.95374 1.46087 -0.1 -0.2 0.0 -0.24
C 0.83882 -1.25799 2.06063 0.0 0.1 0.0 0.05
C 2.08493 -1.32492 1.19453 0.1 0.1 -0.1 0.77
O 3.19039 -1.46932 1.79672 -0.1 0.0 0.1 -0.74
O 1.92961 -1.20916 -0.02661 0.0 0.0 0.0 -0.74
C -2.60309 -0.75492 2.01170 -0.1 0.0 -0.1 0.11
C -3.61377 -1.59180 2.45854 0.0 0.0 0.0 -0.21
C -4.90512 -1.39352 1.99550 0.0 0.0 0.0 -0.21
C -5.17624 -0.39081 1.07521 0.0 0.0 0.0 -0.21
C -4.15088 0.42456 0.61418 -0.1 0.0 0.0 -0.21
C -2.86155 0.25044 1.09155 0.1 0.0 0.0 -0.16
H 3.01151 -1.68454 3.18897 0.1 0.0 0.1 0.50
H -3.38770 -2.40672 3.13113 0.0 0.0 0.0 0.22
H -5.69692 -2.05261 2.32936 0.0 0.0 0.0 0.20
H -6.18254 -0.26380 0.69597 0.0 0.0 0.0 0.20
H -4.32395 1.18243 -0.14015 0.0 0.0 0.0 0.25
H -2.05099 0.86265 0.71802 0.0 0.0 0.0 0.25
S -2.72750 2.43593 -2.39440 0.0 0.0 0.0 -0.48
C -1.43510 2.88285 -1.35487 0.0 -0.1 0.0 0.07
C -1.20908 4.23413 -0.97804 0.0 0.0 0.0 -0.30
C -0.21867 4.55211 -0.08153 0.0 0.0 0.0 -0.19
C 0.58347 3.53917 0.45085 0.0 0.0 0.0 -0.36
C 0.33744 2.25108 0.01221 0.0 0.1 0.0 0.04
N -0.61883 1.92043 -0.85603 0.1 0.0 0.1 -0.55
H -1.85387 4.99393 -1.39833 0.0 0.0 0.0 0.21
H -0.06680 5.58421 0.21892 0.0 0.0 0.0 0.19
H 1.36093 3.74162 1.17660 0.0 0.0 0.0 0.20
H 0.93631 1.42100 0.37942 0.0 0.0 0.0 0.20
O -1.72950 -4.95880 -4.21189 0.0 0.0 0.1 -0.46
N -1.54822 -4.15528 -3.31118 0.0 0.1 0.1 0.70
O -0.79276 -3.20737 -3.32962 0.0 -0.2 -0.3 -0.46
C 3.88070 -1.17536 -2.71932 0.0 0.0 0.0 -0.42
N 3.60995 0.24414 -2.61624 0.0 0.0 0.0 -0.36
C 3.51639 0.93854 -1.41757 0.0 0.0 -0.1 -0.07
C 3.20577 2.21094 -1.71994 0.0 0.0 0.0 -0.09
N 3.13109 2.27907 -3.10207 0.0 0.0 0.0 -0.54
C 3.38985 1.07323 -3.66696 0.1 0.0 0.1 0.25
S 3.46187 0.72562 -5.30954 0.0 0.0 -0.1 -0.39
H 4.95600 -1.36057 -2.74551 0.0 0.0 0.0 0.19
H 3.43967 -1.54400 -3.64198 0.0 0.0 0.0 0.24
H 3.43482 -1.66699 -1.85655 0.0 0.0 0.0 0.25
H 3.62205 0.42372 -0.47933 0.0 0.0 0.0 0.26
H 2.98201 3.04847 -1.08631 0.0 0.0 0.0 0.23
H 2.84162 3.06614 -3.65273 0.0 0.0 0.0 0.43
O -2.29033 -4.38113 -2.20011 0.1 0.1 0.0 -0.12
O -2.04688 -3.43726 -1.19875 -0.1 -0.1 0.0 -0.63

---

Entry 6:
90
Properties=species:S:1:pos:R:3:forces:R:3:lowdin_charge:R:1 method="wB97M-V/def2-TZVPD" charge=+3 homo_ev=-16.217 e_tot_ha=-6993.48348
Ta -4.88434 19.02592 3.85250 -1.4 2.3 1.1 2.08
Br -6.43198 22.70280 7.04811 -0.1 -0.1 0.6 0.95
C -6.23458 22.77464 5.21456 1.1 -1.8 0.0 -0.60
C -6.72255 23.91113 4.54421 0.1 0.2 0.7 -0.15
C -6.52102 24.05664 3.21529 0.6 -0.8 -1.2 -0.62
Br -7.08856 25.62926 2.42126 0.0 0.2 -0.5 0.94
C -5.97325 22.95273 2.42470 0.4 0.1 2.2 -0.16
C -5.88827 22.87389 1.04510 0.6 0.1 -2.0 0.06
C -5.93791 21.60586 0.42954 0.2 2.7 -0.6 0.00
C -6.06680 20.50985 1.19695 1.2 -1.4 1.6 -0.09
N -5.59867 20.47634 2.48622 -0.9 2.0 -0.3 -0.07
C -5.50851 21.78902 3.12863 -2.8 -1.6 0.7 -0.11
C -5.58418 21.69157 4.57629 -1.3 1.9 -1.5 -0.39
O -5.23457 20.49986 5.15687 0.6 -1.3 -1.8 -0.21
H -7.23256 24.70792 5.11958 0.4 -0.7 -0.4 0.13
H -5.76927 23.78339 0.39764 -0.6 -0.9 0.8 0.15
H -5.90261 21.53990 -0.65359 -0.5 -0.1 0.1 0.14
H -6.49689 19.62741 0.78597 0.3 -1.0 -0.2 0.13
C -4.86538 17.11497 9.06207 0.3 0.2 -1.1 -0.02
C -4.78609 18.14941 7.82911 0.3 0.0 1.6 -0.33
C -4.26906 19.49346 8.44196 -0.1 -1.4 0.0 -0.04
C -6.15454 18.23080 7.22275 -1.4 0.5 0.4 -0.17
C -7.20040 18.78581 7.97583 1.2 0.6 1.4 -0.03
C -8.54921 18.67623 7.71159 -1.1 -0.8 -0.2 -0.01
C -8.95196 18.15484 6.48261 2.3 -0.1 -0.2 0.01
C -7.91229 17.80956 5.54560 0.0 -1.1 1.2 -0.15
C -8.22636 17.45943 4.12646 -2.5 -0.3 -0.4 -0.35
C -9.09267 16.14654 3.95528 2.8 -0.7 -0.7 0.00
C -9.05867 18.64572 3.62139 1.1 1.0 2.2 -0.03
C -6.57473 17.71508 5.98542 -1.0 1.5 -0.6 -0.17
N -5.51912 17.50173 4.97641 1.3 -2.0 1.4 -0.14
C -4.67447 16.46209 5.33747 0.7 1.2 -1.6 0.03
C -3.28943 16.44417 5.04268 -0.2 0.7 -0.2 -0.15
C -2.60237 15.35393 5.61659 0.9 0.0 -0.4 0.03
C -1.26194 15.45409 5.92868 0.7 1.7 -0.2 0.03
C -0.57738 16.67304 5.60880 -2.5 -1.3 -0.4 0.09
C -1.15406 17.58121 4.68787 0.2 -0.5 0.4 0.02
C -2.49779 17.54302 4.46632 0.1 -1.7 0.6 -0.22
N -3.08813 18.49153 3.63318 -0.5 0.7 1.0 -0.14
C -2.37848 19.43686 2.79362 1.2 1.3 -0.8 -0.19
C -2.12647 19.00044 1.47521 -0.6 0.1 -0.6 -0.15
C -1.44108 19.81967 0.57607 -0.4 0.4 0.1 -0.01
C -0.86779 21.01239 0.96783 0.2 -0.1 1.0 0.01
C -0.96686 21.39710 2.30950 -0.9 0.7 0.8 0.00
C -1.79274 20.71101 3.22240 -0.4 -1.0 0.8 -0.11
C -1.95742 21.31319 4.66560 -0.1 -0.1 -0.8 -0.35
C -2.74834 22.66651 4.57934 0.0 0.7 2.4 -0.04
C -0.55105 21.54673 5.27700 -0.9 2.0 1.9 -0.06
C -2.40781 17.63759 0.87912 -0.3 -0.1 -0.9 -0.34
C -1.37483 16.63950 1.43998 -0.9 0.8 -0.1 -0.01
C -3.84642 17.02275 0.72423 0.2 1.0 0.2 -0.02
H -3.96467 17.11065 9.67323 0.3 0.1 -0.3 0.08
H -5.03863 16.08744 8.72602 -0.1 0.1 0.0 0.08
H -5.66304 17.38964 9.75824 -0.1 0.1 -0.4 0.09
H -4.06175 17.84978 7.05070 -0.1 -0.2 0.6 0.10
H -4.88821 19.70938 9.31755 0.3 0.2 -0.1 0.08
H -4.34653 20.29628 7.72784 0.2 0.4 -0.2 0.04
H -3.22864 19.31009 8.77169 -0.5 0.4 -0.1 0.10
H -6.92274 19.36378 8.87681 -0.1 -0.8 -0.3 0.13
H -9.31685 18.88302 8.49950 0.9 0.3 -0.9 0.15
H -9.99458 18.09798 6.24278 -0.3 -0.2 -0.3 0.13
H -7.31497 17.38973 3.56043 0.6 -0.4 -0.5 0.08
H -9.41050 15.80419 4.89164 -0.8 -0.3 1.5 0.06
H -8.41097 15.30481 3.63631 -0.7 0.8 0.0 0.10
H -9.93611 16.17709 3.28395 0.0 0.4 -0.3 0.08
H -9.95098 18.39691 3.14155 -1.2 -0.4 -0.9 0.07
H -8.46987 19.33243 3.04360 0.2 0.5 -0.5 0.05
H -9.27144 19.14143 4.59631 -0.6 0.5 -1.5 0.08
H -5.02708 15.62011 5.93957 -0.5 0.4 -0.1 0.17
H -3.11452 14.41389 5.76803 -0.3 0.1 0.5 0.15
H -0.76922 14.66257 6.46401 0.2 -0.1 0.2 0.13
H 0.29149 16.99690 6.08965 1.7 -0.2 0.4 0.12
H -0.52896 18.25074 4.10929 0.0 0.4 0.4 0.14
H -1.41739 19.49282 -0.45856 0.4 0.2 0.1 0.13
H -0.28597 21.61491 0.29298 0.0 0.1 -0.3 0.13
H -0.51956 22.35377 2.68208 -0.3 -1.0 -0.6 0.15
H -2.41090 20.59617 5.40498 -0.2 0.4 -1.1 0.12
H -2.71009 23.15354 5.65325 -0.1 -0.9 -2.0 0.14
H -3.83483 22.68603 4.29274 1.9 -0.3 0.2 0.04
H -2.20486 23.34482 3.92194 0.0 0.0 0.0 0.08
H -0.11736 22.59818 5.16877 -0.6 -1.5 -0.3 0.12
H 0.12389 20.81167 4.95278 1.1 -0.8 -0.6 0.05
H -0.66203 21.40354 6.39020 0.2 0.3 -1.0 0.10
H -2.12388 17.83252 -0.16280 0.0 -0.5 0.3 0.12
H -1.45638 16.57047 2.53391 -0.2 -0.8 -0.6 0.06
H -0.40033 17.04000 1.26532 0.8 0.2 -0.2 0.09
H -1.48918 15.76200 0.82398 0.2 -0.8 0.6 0.10
H -3.90234 16.11501 1.26955 0.0 -1.1 0.5 0.06
H -4.09475 16.78637 -0.34321 0.1 0.5 1.0 0.11
H -4.65176 17.65127 1.18288 0.2 0.1 -0.5 0.04